Molecular formula: C20H23NO6PdS
Method: DFT, wB97M-V/def2-TZVPD

Values from the calculation:
HOMO (spin up / spin down), eV: -7.8 / -8.7
Lowest unoccupied orbital energy (spin up / spin down), eV: 0.38 / -1.84
⟨S²⟩: 2.01
Spin multiplicity: 3
Calculated total energy, eV: -49198.7540
ΔE to the lowest compared entry with this formula, charge and spin, kcal per mole: 52.9
Charge: 0

Each line ends with the Mulliken spin population.
CARTESIAN COORDINATES (ANGSTROEM)
Pd -0.619 1.047 -0.175  1.482
O -1.055 3.850 -1.045  0.002
C -1.981 4.310 -0.113  0.002
C -2.703 3.105 0.405  -0.004
N -1.725 2.147 1.225  0.128
C -0.778 2.822 2.215  0.000
C 0.683 2.386 1.863  -0.001
O 1.632 2.587 2.662  0.040
O 0.916 2.006 0.624  0.161
C -2.611 1.106 1.853  -0.015
C -3.121 0.094 0.838  0.001
O -4.152 -0.552 1.062  0.019
O -2.425 -0.053 -0.273  0.108
H -1.172 4.362 -1.909  0.000
H -2.698 4.975 -0.556  0.000
H -1.508 4.841 0.723  0.001
H -3.095 2.465 -0.338  -0.004
H -3.507 3.364 1.133  0.000
H -1.080 2.460 3.220  0.004
H -0.827 3.950 2.283  0.000
H -3.436 1.538 2.402  -0.002
H -2.063 0.587 2.653  0.004
O 0.845 -0.290 -1.092  0.063
S 0.594 -1.365 0.110  0.013
C 0.538 -2.929 -0.842  0.003
C -0.899 -3.172 -1.158  0.000
C -1.313 -3.354 -2.530  0.000
C -2.638 -3.109 -2.794  0.002
C -3.528 -2.945 -1.804  -0.003
C -3.142 -3.060 -0.466  -0.001
C -1.818 -3.096 -0.136  0.000
C 2.200 -1.184 1.066  -0.005
C 3.493 -0.759 0.402  -0.002
C 4.407 -1.767 0.045  0.001
C 5.559 -1.449 -0.691  0.000
C 5.899 -0.123 -0.968  0.000
C 5.003 0.880 -0.611  -0.001
C 3.776 0.551 0.012  -0.003
H 0.842 -3.785 -0.331  0.000
H 1.137 -2.763 -1.747  -0.001
H -0.555 -3.635 -3.261  0.000
H -3.028 -3.119 -3.803  0.000
H -4.540 -2.611 -1.903  0.000
H -3.815 -2.970 0.379  0.001
H -1.589 -3.251 0.917  0.001
H 2.276 -2.024 1.708  0.000
H 1.854 -0.336 1.701  0.000
H 4.295 -2.782 0.298  0.000
H 6.117 -2.240 -1.180  0.000
H 6.799 0.086 -1.572  0.000
H 5.416 1.831 -0.804  0.000
H 3.142 1.374 0.302  0.005

Molecular formula: C44H92Li2N8O16
Method: DFT, wB97M-V/def2-TZVPD

Values from the calculation:
HOMO, eV: -1.9
Lowest unoccupied orbital energy, eV: 3.32
Spin multiplicity: 1
Calculated total energy, eV: -92203.8018
Charge: -2

Each line ends with the Löwdin charge.
CARTESIAN COORDINATES (ANGSTROEM)
Li -0.483 0.729 0.029  0.607
Li 3.263 2.747 -0.761  0.715
C 3.657 0.628 -2.530  -0.060
C 4.440 -0.559 -2.736  -0.324
C 3.734 -1.915 -2.231  -0.341
O 4.372 -2.951 -2.029  0.011
C 2.372 -1.857 -1.752  -0.013
C 1.697 -0.632 -1.533  -0.329
C 2.421 0.655 -2.030  -0.422
O 1.796 1.792 -1.944  -0.180
O 0.448 -0.794 -1.231  -0.193
O 5.628 -0.677 -3.102  -0.013
H 4.231 1.507 -2.784  0.094
H 1.948 -2.794 -1.423  0.080
C 3.874 1.393 3.106  -0.063
C 2.831 1.555 2.270  -0.393
C 1.405 1.258 2.643  -0.366
O 0.381 1.493 1.856  -0.178
C 1.122 0.824 3.940  0.002
C 2.229 0.696 4.907  -0.365
C 3.701 0.881 4.378  -0.394
O 4.583 0.697 5.227  -0.003
O 2.216 0.558 6.110  0.021
O 3.252 1.945 1.115  -0.183
H 4.911 1.490 2.821  0.116
H 0.108 0.588 4.228  0.077
C -4.279 1.744 -1.605  -0.059
C -3.131 1.402 -0.601  -0.333
C -3.360 -0.045 0.039  -0.183
O -2.256 -0.211 0.878  -0.229
C -2.229 -1.214 1.851  -0.072
N -1.869 1.330 -1.402  0.017
H -4.180 1.206 -2.548  0.073
H -4.386 2.791 -1.886  0.059
H -5.219 1.408 -1.168  0.061
H -2.994 2.166 0.164  0.130
H -3.471 -0.738 -0.796  0.124
H -4.375 0.000 0.433  0.114
H -3.253 -1.294 2.215  0.091
H -1.507 -1.048 2.650  0.094
H -1.919 -2.150 1.386  0.068
H -1.943 0.718 -2.202  0.048
H -1.848 2.230 -1.861  0.038
C 0.370 -4.110 1.744  -0.007
C 0.492 -5.702 2.130  -0.341
C -0.109 -6.597 1.049  -0.198
O -0.115 -8.049 1.185  -0.214
C -0.801 -8.904 0.205  -0.080
N 1.884 -6.092 2.380  0.024
H 0.503 -4.012 0.667  0.054
H 0.920 -3.333 2.274  0.074
H -0.674 -3.879 1.955  0.045
H 0.038 -5.956 3.088  0.129
H 0.422 -6.344 0.131  0.110
H -1.165 -6.353 0.936  0.110
H -1.864 -8.664 0.243  0.070
H -0.956 -9.921 0.566  0.077
H -0.349 -8.769 -0.777  0.072
H 2.435 -6.458 1.617  0.061
H 1.969 -6.967 2.878  0.066
C 5.007 -4.470 2.453  -0.077
C 3.973 -3.459 1.965  -0.403
C 4.515 -1.999 1.812  -0.171
O 5.524 -2.104 0.804  -0.191
C 6.360 -0.907 0.798  -0.072
N 3.608 -4.056 0.675  0.057
H 5.538 -3.951 3.251  0.067
H 5.753 -4.730 1.702  0.081
H 4.583 -5.360 2.918  0.054
H 3.061 -3.357 2.555  0.104
H 4.909 -1.685 2.778  0.116
H 3.710 -1.321 1.530  0.120
H 7.012 -0.985 -0.071  0.078
H 7.049 -1.068 1.627  0.076
H 5.843 0.052 0.789  0.079
H 3.407 -5.016 0.913  0.027
H 2.712 -3.657 0.433  0.034
C -1.094 -4.527 -1.893  -0.044
C -2.129 -5.302 -2.686  -0.367
C -1.698 -6.753 -3.062  -0.185
O -0.761 -6.780 -4.174  -0.207
C -0.258 -8.023 -4.621  -0.117
N -3.310 -5.499 -1.773  0.026
H -1.502 -3.936 -1.073  0.075
H -0.532 -3.802 -2.482  0.077
H -0.537 -5.285 -1.342  0.051
H -2.430 -4.938 -3.668  0.131
H -2.511 -7.338 -3.490  0.109
H -1.362 -7.365 -2.225  0.090
H -0.240 -8.853 -3.914  0.078
H 0.733 -7.939 -5.067  0.083
H -0.957 -8.160 -5.446  0.081
H -3.059 -5.866 -0.866  0.049
H -4.047 -6.088 -2.134  0.053
C -2.176 -1.397 -5.662  -0.109
C -0.933 -1.320 -4.860  -0.404
C -0.057 -0.043 -5.263  -0.164
O 0.451 -0.297 -6.551  -0.159
C 1.152 0.813 -7.134  -0.109
N -1.404 -1.263 -3.457  0.058
H -2.782 -2.221 -5.286  0.074
H -1.970 -1.390 -6.732  0.073
H -2.601 -0.397 -5.567  0.070
H -0.549 -2.308 -5.112  0.130
H 0.678 -0.059 -4.458  0.116
H -0.532 0.913 -5.040  0.119
H 1.726 0.437 -7.981  0.079
H 1.870 1.336 -6.502  0.084
H 0.621 1.688 -7.508  0.070
H -1.995 -2.005 -3.108  0.058
H -0.665 -1.185 -2.773  0.026
C -7.070 5.071 3.424  -0.060
C -6.154 3.792 3.437  -0.419
C -4.765 3.969 4.054  -0.192
O -4.064 2.753 3.722  -0.198
C -2.674 2.768 3.819  -0.108
N -6.853 2.804 4.250  0.024
H -7.085 5.525 4.415  0.069
H -8.052 4.990 2.960  0.070
H -6.528 5.762 2.778  0.062
H -6.001 3.448 2.414  0.134
H -4.752 4.023 5.143  0.123
H -4.328 4.909 3.718  0.120
H -2.172 1.802 3.774  0.084
H -2.393 3.120 4.811  0.083
H -2.157 3.449 3.143  0.086
H -7.026 3.326 5.098  0.056
H -6.127 2.161 4.531  0.058
C -1.878 5.325 -0.489  -0.049
C -0.804 4.953 -1.597  -0.384
C -1.327 5.039 -3.006  -0.162
O -2.362 4.012 -3.071  -0.193
C -2.665 3.798 -4.402  -0.167
N 0.363 5.814 -1.368  0.045
H -1.526 5.306 0.543  0.067
H -2.793 4.732 -0.499  0.051
H -2.428 6.257 -0.622  0.063
H -0.627 3.887 -1.448  0.126
H -0.492 4.883 -3.689  0.130
H -1.850 5.973 -3.211  0.125
H -3.435 3.042 -4.557  0.079
H -1.853 3.494 -5.062  0.086
H -3.237 4.501 -5.008  0.079
H 0.532 5.794 -0.372  0.034
H 0.088 6.785 -1.402  0.060
C 2.931 4.784 4.070  -0.030
C 2.046 5.588 3.035  -0.449
C 2.856 6.850 2.635  -0.182
O 3.239 7.576 3.806  -0.202
C 3.190 8.971 3.806  -0.125
N 1.781 4.786 1.928  0.063
H 2.678 3.744 4.278  0.066
H 2.636 5.206 5.031  0.065
H 3.998 4.913 3.887  0.084
H 1.108 5.839 3.531  0.136
H 2.043 7.279 2.049  0.111
H 3.715 6.597 2.014  0.126
H 4.004 9.203 3.119  0.080
H 3.525 9.420 4.741  0.081
H 2.227 9.359 3.474  0.083
H 2.621 4.348 1.579  0.065
H 1.274 4.056 2.408  0.071

Molecular formula: C22H17BrN5ORe
Method: DFT, wB97M-V/def2-TZVPD

Values from the calculation:
HOMO (spin up / spin down), eV: -17.6 / -17.7
Lowest unoccupied orbital energy (spin up / spin down), eV: -11.69 / -12.07
⟨S²⟩: 1.18
Spin multiplicity: 2
Calculated total energy, eV: -104731.6367
Charge: +3

Each line ends with the Mulliken spin population.
CARTESIAN COORDINATES (ANGSTROEM)
Re 0.306 0.146 -0.389  0.433
C -1.144 -3.397 3.428  0.158
C -2.361 -2.819 3.049  -0.020
C -2.435 -2.036 1.922  0.092
C -1.265 -1.812 1.157  0.091
C -0.040 -2.412 1.543  0.061
C 0.015 -3.192 2.672  -0.011
N -1.260 -0.960 0.076  0.203
C -2.406 -0.743 -0.729  -0.021
C -3.414 -1.651 -1.020  0.074
C -4.436 -1.234 -1.871  -0.023
C -4.454 0.046 -2.412  0.052
C -3.440 0.966 -2.131  -0.004
C -2.431 0.536 -1.304  0.013
N -1.295 1.274 -0.845  -0.032
N -1.393 2.483 -0.556  -0.009
C -0.330 2.898 0.258  0.005
C -0.267 4.198 0.706  -0.005
C 0.677 4.502 1.685  -0.032
C 1.488 3.493 2.185  0.016
C 1.389 2.216 1.663  -0.049
N 0.509 1.909 0.692  0.066
H -1.101 -4.021 4.312  0.002
H -3.244 -2.978 3.653  0.001
H -3.360 -1.543 1.655  0.000
H 0.824 -2.343 0.886  0.007
H 0.936 -3.684 2.953  0.001
H -3.406 -2.656 -0.618  -0.001
H -5.228 -1.927 -2.120  0.000
H -5.264 0.337 -3.067  0.001
H -3.445 1.965 -2.546  0.000
H -0.957 4.935 0.318  -0.001
H 0.755 5.512 2.067  0.000
H 2.201 3.688 2.975  0.000
H 2.011 1.406 2.021  -0.001
O 5.855 -0.802 -2.955  0.005
C 4.772 -0.479 -2.304  0.009
C 4.732 0.366 -1.178  -0.001
C 3.533 0.630 -0.577  0.002
N 2.359 0.110 -1.019  -0.058
C 2.446 -0.680 -2.109  -0.024
Br 0.671 -1.240 -2.567  -0.003
C 3.560 -1.025 -2.792  0.000
H 6.669 -0.407 -2.601  0.000
H 5.638 0.811 -0.786  0.000
H 3.480 1.283 0.282  0.001
H 3.552 -1.668 -3.662  0.000

Molecular formula: C6H9NO
Method: DFT, wB97M-V/def2-TZVPD

Values from the calculation:
HOMO, eV: -7.3
Lowest unoccupied orbital energy, eV: 0.76
Spin multiplicity: 1
Calculated total energy, eV: -9903.8458
ΔE to the lowest compared entry with this formula, charge and spin, kcal per mole: 40.5
Charge: 0

Each line ends with the Löwdin charge.
CARTESIAN COORDINATES (ANGSTROEM)
C 1.935 -1.023 0.948  -0.028
C 0.460 -0.931 0.677  -0.334
O -0.315 -1.959 1.177  0.024
C -0.137 0.051 -0.019  -0.266
C 0.604 1.198 -0.644  -0.048
C -1.580 0.045 -0.190  -0.063
C -2.256 0.927 -0.873  -0.191
N -2.916 1.839 -1.331  0.150
H 2.363 -0.041 1.130  0.078
H 2.119 -1.637 1.830  0.078
H 2.459 -1.477 0.105  0.091
H 0.248 -2.579 1.652  0.094
H 0.286 1.316 -1.680  0.081
H 0.368 2.125 -0.122  0.090
H 1.678 1.049 -0.633  0.065
H -2.121 -0.764 0.276  0.113
H -3.196 1.860 -2.304  0.068

Among the records above, which one has the highest charge?
C22H17BrN5ORe